Entry from OMol25: one molecule with the formula C6H11N at a distorted geometry (ωB97M-V with the def2-TZVPD basis set).

ORCA input file:
```
! RIJCOSX wB97M-V def2-TZVPD def2/J DEFGRID3
* xyz 0 1
C -2.53086 -0.23788 -1.10784
C -1.52133 -0.05394 0.02918
C -0.07446 -0.33607 -0.40837
C 0.97846 -0.13685 0.70907
C 2.53032 -0.10659 0.31096
C 1.20021 1.23957 1.13968
N 1.67564 2.28219 1.35486
H -3.55542 -0.03960 -0.77269
H -2.32020 0.44323 -1.94022
H -2.50558 -1.26044 -1.50213
H -1.58824 0.97149 0.41572
H -1.79142 -0.71615 0.86315
H -0.00754 -1.36926 -0.78262
H 0.18261 0.31666 -1.25078
H 0.72728 -0.79607 1.56067
H 2.62781 -0.30816 -0.76318
H 2.78066 1.03678 0.61725
H 3.07341 -0.85692 0.90274
*
```

Results
Highest occupied orbital energy, eV: -10.08
Structure (SMILES): CCC[C@@H](C)C#N
Molar mass, g mol⁻¹: 97.16
Energy above the lowest of the compared OMol25 structures with the same formula, charge and spin, kJ/mol: 192.9
LUMO level, eV: 0.95
Calculated total energy, eV: -7888.5326
Frontier orbital gap, eV: 11.034